(1)
Computed, not measured: 2 unconnected molecules or ions with the total composition CH7O2 in a non-equilibrium geometry, with ωB97M-V/def2-TZVPD.

Element x y z (Å)
O (-1.223, -1.151, 0.696)
O (0.596, -0.281, -0.602)
C (0.689, 1.168, -0.278)
H (0.071, 1.270, 0.603)
H (-1.299, -1.597, 1.538)
H (1.709, 1.478, -0.082)
H (1.405, -0.632, -0.954)
H (0.307, 1.703, -1.139)
H (-0.159, -0.745, -0.072)
H (-2.095, -1.213, 0.289)

Energy (eV): -5237.7119
Net charge: +1
Orbital gap (eV): 14.27
Multiplicity: 1

***

(2)
Computed, not measured: C9H11NO in the gas phase in a non-equilibrium geometry, with ωB97M-V/def2-TZVPD.

Element x y z (Å)
O (-1.808, 0.550, 0.043)
N (1.241, 1.927, -1.693)
C (0.598, 0.572, 0.445)
C (-2.569, 0.392, -1.087)
C (1.782, -0.348, 0.852)
C (-0.611, -1.369, -0.652)
C (0.930, 1.331, -0.774)
C (0.707, -2.027, -0.633)
C (-0.645, -0.179, -0.017)
C (0.300, 1.548, 1.648)
C (1.773, -1.649, 0.051)
H (-0.450, 2.351, 1.418)
H (-3.051, -0.602, -1.205)
H (-3.360, 1.137, -1.077)
H (2.772, 0.075, 0.585)
H (-0.159, 1.047, 2.446)
H (0.687, -2.983, -1.110)
H (-1.584, -1.807, -0.963)
H (2.657, -2.239, -0.002)
H (-2.175, 0.774, -2.019)
H (1.855, -0.765, 1.900)
H (1.110, 2.265, 1.844)

Energy (eV): -13046.2458
SMILES: COC1=CC=CC[C@@]1(C)C#N
Orbital gap (eV): 9.12
Multiplicity: 1

***

(3)
Computed, not measured: C4H8N2O in the gas phase, with ωB97M-V/def2-TZVPD.

Element x y z (Å)
O (-1.736, -1.609, -0.694)
N (-0.637, -0.513, 1.153)
N (-1.081, -0.459, -0.260)
C (0.967, -1.140, -1.509)
C (0.398, 1.742, 0.759)
C (0.298, -0.435, -0.613)
C (0.586, 0.226, 0.709)
H (1.510, -0.100, 1.193)
H (-2.562, -1.252, -1.051)
H (0.547, 2.115, 1.779)
H (1.088, 2.269, 0.095)
H (0.442, -1.792, -2.200)
H (-0.622, 1.991, 0.449)
H (-1.247, 0.089, 1.709)
H (2.051, -1.133, -1.517)

Energy (eV): -9301.6210
SMILES: C=C1[C@@H](C)NN1O
Orbital gap (eV): 9.61
Multiplicity: 1

***

(4)
Computed, not measured: a molecular structure, C51H39F3NO2PdSb in a non-equilibrium geometry, with ωB97M-V/def2-TZVPD.

Element x y z (Å)
Sb (0.227, -2.762, 0.491)
Pd (-0.691, -0.389, 0.045)
F (2.184, -8.620, 2.645)
F (-1.017, -5.581, -5.011)
F (-5.203, -2.898, 3.702)
O (-0.758, -0.910, -1.984)
O (-0.872, 0.137, 2.099)
N (1.544, 0.525, 0.055)
C (3.341, -1.351, 3.792)
C (-1.703, 1.094, 4.367)
C (-1.775, -4.215, -3.226)
C (-0.043, 3.797, -3.644)
C (-1.528, -3.621, -1.999)
C (1.404, -2.684, 4.218)
C (0.188, 0.601, 2.784)
C (1.689, -0.557, -2.153)
C (0.626, 1.586, -4.285)
C (2.909, 2.773, -0.919)
C (1.004, -2.051, -4.663)
C (2.777, -2.515, 4.282)
C (0.606, -1.681, 3.703)
C (0.484, 1.619, 5.170)
C (-3.027, -3.767, 3.354)
C (-2.260, 1.547, 5.547)
C (2.573, -6.339, 2.109)
C (-1.712, -2.982, 1.486)
C (0.419, -7.343, 1.697)
C (-0.503, 1.934, -2.204)
C (0.096, 1.069, -3.109)
C (2.687, 1.669, -1.723)
C (2.073, -5.137, 1.632)
C (2.541, -0.351, 3.263)
C (0.071, -1.204, -4.083)
C (0.219, -0.429, -2.767)
C (0.453, -5.145, -3.210)
C (0.761, -4.988, 1.199)
C (1.163, -0.500, 3.220)
C (-0.072, 2.078, 6.353)
C (2.312, 2.775, 0.337)
C (0.710, -2.725, -5.838)
C (-2.758, -2.138, 1.123)
C (-1.179, -1.091, -4.692)
C (-0.331, 1.140, 4.153)
C (1.629, 1.651, 0.786)
C (-0.778, -4.970, -3.806)
C (-1.477, -1.770, -5.855)
C (-1.444, 2.047, 6.548)
C (-0.522, -2.583, -6.445)
C (1.999, 0.572, -1.220)
C (0.887, 1.818, 2.100)
C (-3.935, -2.107, 1.856)
C (0.555, 2.940, -4.552)
C (-0.038, -6.125, 1.213)
C (-0.305, -3.779, -1.367)
C (-4.045, -2.925, 2.963)
C (1.720, -7.422, 2.149)
C (-1.859, -3.783, 2.605)
C (0.677, -4.535, -1.987)
C (-0.565, 3.289, -2.466)
H (-2.718, -4.092, -3.739)
H (2.998, 0.552, 2.886)
H (1.559, 1.620, 5.054)
H (-0.745, -3.114, -7.362)
H (0.059, 2.507, 1.870)
H (-0.469, -1.788, 3.678)
H (1.967, -2.204, -4.199)
H (1.457, -3.372, -6.281)
H (3.063, 1.638, -2.738)
H (-1.039, -4.416, 2.915)
H (4.416, -1.215, 3.832)
H (3.594, -6.444, 2.449)
H (-0.212, -8.222, 1.735)
H (0.961, -3.597, 4.593)
H (3.403, -3.286, 4.712)
H (-0.096, 4.859, -3.855)
H (2.398, -0.518, -2.984)
H (-1.872, 2.394, 7.482)
H (-1.055, -6.059, 0.847)
H (-1.019, 3.959, -1.749)
H (3.509, 3.606, -1.266)
H (-2.299, 0.677, 3.568)
H (0.570, 2.458, 7.139)
H (0.974, 3.332, -5.471)
H (-2.617, -1.417, 0.293)
H (1.633, -4.656, -1.496)
H (-2.457, -1.669, -6.307)
H (-2.287, -3.003, -1.543)
H (1.537, 2.336, 2.814)
H (-4.746, -1.437, 1.603)
H (1.211, -5.742, -3.698)
H (-0.909, 1.510, -1.269)
H (-1.925, -0.473, -4.213)
H (-3.132, -4.367, 4.248)
H (1.743, -1.523, -1.646)
H (2.398, 3.644, 0.979)
H (2.724, -4.270, 1.599)
H (-3.334, 1.504, 5.689)
H (1.100, 0.921, -4.996)

Energy (eV): -77274.4216
Net charge: -2
Orbital gap (eV): 4.60
Multiplicity: 1

***

(5)
Computed, not measured: 2 unconnected molecules or ions with the total composition C5H10O2, with ωB97M-V/def2-TZVPD.

Element x y z (Å)
O (-0.992, -2.469, 1.897)
O (1.014, -1.314, 0.162)
C (2.156, 0.582, -0.690)
C (0.929, -0.155, -0.209)
C (-1.588, -0.343, -0.564)
C (-0.404, 0.533, -0.258)
C (-0.508, 1.838, 0.004)
H (2.269, 1.555, -0.204)
H (-2.503, 0.254, -0.612)
H (-1.707, -1.122, 0.197)
H (2.058, 0.768, -1.765)
H (-0.910, -1.759, 2.545)
H (0.346, 2.464, 0.244)
H (-1.452, -0.842, -1.530)
H (3.040, -0.029, -0.506)
H (-1.479, 2.327, 0.014)
H (-0.269, -2.289, 1.273)

Energy (eV): -9441.6833
SMILES: C=C(C)C(C)=O.O
Orbital gap (eV): 10.60
Multiplicity: 1

***

(6)
Computed, not measured: a molecular structure, C25H57AsBr3F6N8O8Y in a non-equilibrium geometry, with ωB97M-V/def2-TZVPD.

Element x y z (Å)
Y (24.115, -35.718, -10.382)
Br (21.501, -39.248, -17.639)
Br (22.752, -37.662, -20.130)
Br (20.355, -36.345, -18.509)
As (24.007, -37.192, -14.261)
F (25.119, -38.412, -13.753)
F (25.337, -36.141, -14.707)
F (22.974, -35.865, -14.705)
F (23.875, -37.806, -15.860)
F (22.617, -38.108, -13.788)
F (24.064, -36.528, -12.579)
O (28.926, -36.054, -17.872)
O (29.078, -41.141, -15.017)
O (17.717, -36.773, -13.134)
O (20.600, -41.335, -11.065)
O (24.368, -31.325, -16.608)
O (24.229, -34.063, -11.980)
O (24.056, -37.954, -10.248)
O (21.908, -36.026, -11.010)
N (24.791, -33.099, -17.936)
N (25.057, -39.708, -11.197)
N (25.700, -33.409, -13.532)
N (27.226, -39.867, -15.164)
N (20.897, -42.361, -13.055)
N (27.983, -36.130, -15.825)
N (16.457, -37.778, -14.709)
N (19.954, -35.898, -12.131)
C (21.936, -37.493, -18.380)
C (20.783, -36.523, -11.341)
C (24.138, -39.220, -10.392)
C (28.905, -39.258, -13.523)
C (26.321, -32.580, -14.557)
C (24.927, -31.809, -17.592)
C (23.171, -40.113, -9.693)
C (27.934, -36.201, -17.183)
C (17.602, -37.590, -14.053)
C (25.361, -41.116, -11.435)
C (19.500, -43.441, -11.393)
C (23.874, -33.954, -17.186)
C (20.311, -34.721, -12.904)
C (15.194, -37.166, -14.336)
C (18.742, -38.510, -14.440)
C (25.811, -30.950, -18.465)
C (28.449, -40.168, -14.659)
C (29.169, -35.862, -15.047)
C (20.367, -37.874, -10.842)
C (23.456, -32.529, -13.673)
C (26.643, -36.757, -17.768)
C (21.771, -41.346, -13.597)
C (20.354, -42.272, -11.817)
C (24.487, -33.376, -13.026)
C (26.561, -40.587, -16.223)
H (19.641, -33.884, -12.716)
H (20.825, -43.197, -13.608)
H (26.429, -41.305, -11.393)
H (24.832, -41.697, -10.684)
H (28.938, -39.891, -12.636)
H (21.710, -40.411, -13.055)
H (16.375, -38.598, -15.287)
H (22.629, -32.337, -12.993)
H (20.395, -34.982, -13.957)
H (23.041, -33.055, -14.535)
H (29.925, -38.964, -13.765)
H (25.856, -31.337, -19.484)
H (20.292, -37.867, -9.754)
H (19.417, -38.183, -11.269)
H (22.365, -39.483, -9.329)
H (29.937, -36.623, -15.179)
H (28.903, -35.760, -13.994)
H (26.257, -33.044, -15.537)
H (23.880, -34.939, -17.652)
H (25.039, -33.446, -18.846)
H (26.763, -37.837, -17.768)
H (21.284, -34.356, -12.573)
H (25.667, -39.013, -11.602)
H (25.413, -29.943, -18.551)
H (15.331, -36.178, -13.903)
H (24.964, -41.423, -12.402)
H (18.995, -36.308, -12.365)
H (25.775, -36.419, -17.209)
H (21.556, -41.153, -14.654)
H (23.593, -40.644, -8.839)
H (24.311, -34.113, -16.200)
H (27.336, -32.347, -14.241)
H (26.656, -39.231, -14.634)
H (27.290, -40.895, -16.972)
H (26.798, -30.957, -18.004)
H (28.284, -38.374, -13.386)
H (29.573, -34.887, -15.331)
H (25.839, -39.952, -16.734)
H (19.387, -44.175, -12.192)
H (22.869, -33.539, -17.150)
H (26.323, -34.055, -13.069)
H (14.581, -37.037, -15.225)
H (18.473, -43.119, -11.225)
H (26.036, -41.487, -15.891)
H (26.596, -36.371, -18.784)
H (23.871, -31.581, -14.006)
H (22.743, -40.827, -10.398)
H (27.123, -36.359, -15.345)
H (18.698, -39.445, -13.875)
H (21.133, -38.596, -11.118)
H (19.707, -38.021, -14.322)
H (22.813, -41.670, -13.725)
H (19.978, -43.870, -10.517)
H (14.668, -37.761, -13.588)
H (22.599, -36.999, -17.685)
H (18.704, -38.846, -15.479)
H (25.855, -31.599, -14.633)

Energy (eV): -343461.0954
Net charge: +2
Orbital gap (eV): 5.07
Multiplicity: 1

***

(7)
Computed, not measured: H2O3Si in the gas phase in a non-equilibrium geometry, with ωB97M-V/def2-TZVPD.

Element x y z (Å)
Si (0.026, -0.186, -0.074)
O (-2.345, -0.407, 0.256)
O (-1.349, 0.615, -0.191)
O (1.445, 0.418, 0.213)
H (2.130, 1.034, 0.402)
H (0.093, -1.474, -0.606)

Energy (eV): -14046.8469
Orbital gap (spin up / spin down) (eV): 5.77 / 9.47
Multiplicity: 3

***

(8)
Computed, not measured: a molecular structure, C49H56CrN5S4SeSi2 in a non-equilibrium geometry, with ωB97M-V/def2-TZVPD.

Element x y z (Å)
Se (2.389, 0.545, 0.381)
Cr (0.063, -0.657, -0.162)
S (-0.552, 1.896, 0.353)
S (2.093, 0.302, -7.061)
S (-5.845, -0.236, -0.374)
S (5.101, -3.096, 0.915)
Si (-2.585, 2.887, 0.412)
Si (1.301, 3.610, 2.896)
N (-0.421, -0.326, -7.261)
N (-0.142, -0.177, 1.808)
N (0.863, -2.447, -0.009)
N (-1.675, -1.774, -0.158)
N (0.244, -0.680, -2.162)
C (6.526, 0.702, 0.558)
C (6.464, -4.122, 0.727)
C (0.621, -0.124, -6.407)
C (-2.794, 2.859, 3.227)
C (-4.946, 2.735, 1.979)
C (1.489, 0.016, -4.106)
C (4.747, -5.463, -0.024)
C (4.690, -0.517, -1.131)
C (-7.523, -0.596, -0.272)
C (6.127, -5.339, 0.225)
C (-1.386, -3.118, -0.077)
C (0.820, -0.358, 3.968)
C (6.050, -0.672, -1.344)
C (4.041, -4.327, 0.281)
C (-3.176, 1.391, -2.082)
C (-0.680, -5.830, 0.007)
C (1.010, 1.014, 3.998)
C (-0.044, 1.163, 1.902)
C (1.343, -0.166, -2.763)
C (-2.401, -4.117, -0.071)
C (-6.547, -2.677, -0.081)
C (-0.043, -3.475, -0.020)
C (2.142, -2.779, 0.095)
C (-3.498, 2.241, 2.008)
C (-1.736, 3.374, -2.234)
C (2.626, -4.084, 0.156)
C (1.700, -5.139, 0.107)
C (5.174, 0.852, 0.780)
C (-2.628, 4.794, 0.646)
C (-3.724, -3.727, -0.109)
C (-5.404, -1.920, -0.203)
C (3.016, 3.636, 2.083)
C (-0.727, -1.074, -3.020)
C (-1.986, -5.484, -0.034)
C (-4.190, 3.631, -1.865)
C (0.594, 1.829, 2.938)
C (-3.514, 0.722, 2.190)
C (4.243, 0.248, -0.062)
C (0.458, -0.344, -4.998)
C (-7.737, -1.928, -0.120)
C (0.260, -0.920, 2.841)
C (1.370, 4.122, 4.737)
C (6.972, -0.069, -0.506)
C (-0.674, -0.924, -4.383)
C (-2.961, -1.451, -0.214)
C (0.351, -4.842, 0.032)
C (-2.958, 2.789, -1.511)
C (0.298, 4.915, 1.962)
C (-4.034, -2.352, -0.177)
H (-3.238, 2.476, 4.144)
H (3.991, -1.004, -1.798)
H (0.150, -1.990, 2.724)
H (-4.220, 0.262, 1.507)
H (-5.474, 2.399, 2.868)
H (2.858, -1.972, 0.126)
H (-1.372, -0.311, -6.935)
H (2.279, 3.772, 5.218)
H (-1.594, -1.546, -2.579)
H (2.144, 0.137, -2.106)
H (-4.455, 3.466, -2.909)
H (0.918, 5.791, 1.809)
H (-0.006, 4.553, 0.989)
H (2.966, 3.236, 1.073)
H (2.034, -6.161, 0.165)
H (4.813, 1.438, 1.611)
H (-2.450, 5.129, 1.659)
H (2.401, 0.441, -4.492)
H (-2.536, 0.272, 2.034)
H (8.032, -0.203, -0.674)
H (-8.720, -2.357, -0.037)
H (-3.834, 0.478, 3.202)
H (6.839, -6.122, 0.030)
H (-5.473, 2.353, 1.109)
H (-1.495, 4.374, -1.886)
H (-1.499, -1.289, -4.974)
H (-1.933, 3.423, -3.304)
H (-1.929, 5.321, 0.007)
H (-2.757, -6.240, -0.047)
H (3.742, 3.047, 2.633)
H (-3.184, -0.398, -0.302)
H (1.354, 5.203, 4.826)
H (3.387, 4.656, 2.018)
H (-0.576, 5.225, 2.518)
H (-1.734, 2.618, 3.242)
H (6.384, -1.276, -2.177)
H (-3.991, 4.691, -1.739)
H (-0.861, 2.744, -2.087)
H (4.297, -6.346, -0.440)
H (-4.502, -4.470, -0.111)
H (-0.385, -6.869, 0.024)
H (-2.901, 3.938, 3.238)
H (-0.258, -0.070, -8.222)
H (-3.231, 1.452, -3.168)
H (-2.344, 0.734, -1.839)
H (1.176, -0.985, 4.770)
H (-4.978, 3.819, 1.948)
H (-6.544, -3.744, 0.040)
H (-5.042, 3.357, -1.247)
H (1.515, 1.459, 4.840)
H (-4.108, 0.964, -1.726)
H (-3.626, 5.120, 0.370)
H (-8.233, 0.204, -0.341)
H (7.434, -3.759, 1.001)
H (7.234, 1.180, 1.222)
H (0.523, 3.733, 5.295)

Energy (eV): -212038.7376
Orbital gap (spin up / spin down) (eV): 4.55 / 4.55
Multiplicity: 2

***

no.,molecular weight (u)
1,51.065
2,149.193
3,100.121
4,983.052
5,102.133
6,1115.307
7,78.099
8,1030.418